A structure of composition C11H17Cl2MoNO2S in a non-equilibrium geometry. Source: OMol25; level of theory: the ωB97M-V functional and the def2-TZVPD basis.

Structure (XYZ):
```
35
Properties=species:S:1:pos:R:3:forces:R:3:lowdin_charge:R:1
C -0.704 0.842 -1.065 0.39 -1.23 0.03 -0.337
C -1.533 -0.276 -0.767 0.86 -0.25 -0.18 -0.360
C -0.697 -1.410 -0.479 0.55 0.47 -0.64 -0.344
C -3.011 -0.334 -0.950 -0.33 0.10 0.32 -0.101
C 0.665 -1.014 -0.717 -0.96 0.43 -0.35 -0.324
C 0.668 0.402 -1.033 -0.55 -1.07 -0.06 -0.334
C 1.854 1.205 -1.420 0.34 0.27 0.25 -0.049
C -1.187 2.175 -1.503 -0.09 0.41 0.27 -0.065
C -1.147 -2.804 -0.192 -0.19 -0.01 0.07 -0.056
C 1.815 -1.966 -0.744 0.18 0.10 0.26 -0.056
Mo -0.048 0.138 1.167 0.26 -0.92 0.55 1.111
Cl -2.294 0.098 2.051 -0.68 0.39 -0.01 -0.032
Cl 0.270 2.383 1.511 -0.18 0.66 0.53 0.042
O 1.894 -0.181 1.530 0.22 -0.04 -0.03 -0.456
H -3.481 0.626 -0.709 0.07 -0.25 0.05 0.065
H -3.460 -1.112 -0.321 0.09 0.27 -0.07 0.054
H -3.253 -0.569 -1.997 0.16 0.02 0.07 0.082
H -1.960 -2.806 0.544 0.16 -0.05 -0.10 0.070
H -0.314 -3.399 0.199 -0.28 0.07 -0.03 0.066
H -1.509 -3.278 -1.113 -0.01 -0.10 0.10 0.077
H 1.629 -2.785 -0.041 0.21 0.15 -0.08 0.068
H 2.737 -1.460 -0.448 -0.13 -0.10 0.02 0.068
H 1.948 -2.406 -1.743 -0.07 0.14 0.07 0.080
H 2.744 0.808 -0.920 -0.11 0.20 -0.08 0.079
H 1.763 2.247 -1.096 0.21 -0.04 0.15 0.047
H 2.020 1.186 -2.508 -0.09 -0.09 0.11 0.079
H -2.023 2.493 -0.874 0.09 0.09 -0.02 0.075
H -1.540 2.161 -2.542 0.09 -0.14 0.03 0.080
H -0.394 2.919 -1.415 -0.09 -0.04 0.06 0.073
H 2.084 -0.377 2.464 -0.38 0.29 -0.56 -0.017
O 2.889 3.989 0.424 0.84 0.24 0.33 -0.703
H 3.535 3.985 1.167 -0.67 -0.05 -0.71 -0.213
S -0.026 -0.105 5.924 -0.08 0.24 1.36 0.432
C 0.007 -0.522 4.388 0.30 -1.20 -4.11 -1.040
N 0.058 -0.854 3.232 -0.10 1.04 2.41 -0.160
```
Positions in Å, forces in eV/Å.

Calculated values
Highest occupied orbital energy (alpha / beta): 0.261 / 0.270 eV
Net charge: -2
⟨S²⟩: 2.018
Kohn-Sham gap (alpha / beta): 0.17250 / 0.17185 hartree
2S+1: 3
E_tot: -55005.891 eV
Lowest unoccupied orbital energy (alpha / beta): 4.96 / 4.95 eV